[1]
A molecular structure, C5H14N2O at a distorted geometry. Source: OMol25; level of theory: the ωB97M-V functional and the def2-TZVPD basis.

Positions of all 22 atoms, in Å:
1 C -1.645997 0.719930 0.801812
2 C -1.332543 1.995203 0.070591
3 O -0.146475 0.266310 1.754858
4 H 0.386396 -0.193522 2.426877
5 H -2.105461 0.915524 1.762926
6 H -2.324129 0.046220 0.279306
7 H -0.441188 2.461531 0.491347
8 H -2.132444 2.730040 0.201351
9 H -1.200909 1.817983 -0.997909
10 C 2.082327 -0.998858 0.025216
11 C 0.911206 -0.386465 -0.685562
12 N 1.250533 0.574764 -1.610084
13 N -0.757952 -2.058211 0.061495
14 C -0.354397 -0.927002 -0.701004
15 H 0.494717 1.073260 -2.052634
16 H 2.056507 1.142584 -1.399502
17 H -0.229264 -2.156204 0.920015
18 H -0.681493 -2.932148 -0.446824
19 H -1.030905 -0.628159 -1.493074
20 H 1.811273 -1.858999 0.628350
21 H 2.819918 -1.334371 -0.709429
22 H 2.570277 -0.269407 0.671880

Cartesian forces (eV/Å) of the 2 atoms listed first:
C -0.07 0.62 3.08
C 0.70 -0.49 -0.02

energy relative to the best compared isomer or geometry (same formula, charge and spin)	5.518	eV
Kohn-Sham gap	7.552	eV
F_max	0.061	Eh/bohr
HOMO energy	-0.2524	Ha
charge	0
energy	-383.49792	Ha

***

[2]
A molecular structure, C5H9HgO10S at a distorted geometry. Source: OMol25; level of theory: the ωB97M-V functional and the def2-TZVPD basis.

Positions of all 26 atoms, in Å:
1 Hg -0.320755 0.986171 0.560672
2 O -2.182954 1.235093 4.325173
3 C -1.776148 1.025766 3.027682
4 O -0.874448 0.182617 2.730845
5 O -2.219323 1.810791 2.156880
6 H -3.013300 1.705697 4.179822
7 O -2.758468 -0.295126 -2.666336
8 C -1.927723 -0.000189 -1.654935
9 O -1.842999 1.174026 -1.184464
10 O -1.349877 -0.959648 -1.049311
11 H -2.881342 -1.242723 -2.499313
12 O 2.284798 4.189054 0.933433
13 C 1.432726 3.148312 0.864804
14 O 0.611248 3.080958 -0.072930
15 O 1.484598 2.198260 1.698960
16 H 2.862995 3.877322 1.649399
17 C 1.506106 -1.615676 -2.559528
18 S 2.037453 -1.720691 -0.819357
19 O 1.360226 -0.578318 -0.109816
20 C 1.028910 -3.161602 -0.256358
21 H 0.422504 -1.483755 -2.615539
22 H 1.637507 -2.568532 -3.077240
23 H 1.996175 -0.780496 -3.051704
24 H 0.091859 -2.775571 0.141710
25 H 1.544985 -3.714975 0.523345
26 H 0.845248 -3.716763 -1.175897

Cartesian forces (eV/Å) of the 2 atoms listed first:
Hg -0.68 0.32 0.36
O -0.11 -1.04 -0.45

energy relative to the best compared isomer or geometry (same formula, charge and spin)	0.122	eV
Kohn-Sham gap	7.976	eV
F_max	0.079	Eh/bohr
HOMO energy	-0.2059	Ha
charge	-1
energy	-1500.05987	Ha

***

[3]
2 unconnected molecules or ions with the total composition C6H7NO3 at a distorted geometry. Source: OMol25; level of theory: the ωB97M-V functional and the def2-TZVPD basis.

Positions of all 17 atoms, in Å:
1 O -0.757145 -2.247440 1.580721
2 C -1.291503 -1.488677 0.821320
3 O -0.672768 -0.787787 -0.110508
4 C 0.744418 -0.557576 0.019677
5 C 1.086098 0.567529 -0.949140
6 C 2.528072 0.818487 -0.999226
7 C 3.725158 0.909015 -1.155411
8 C -2.631088 -0.870906 1.102708
9 N -3.329809 -0.415629 1.961042
10 H 0.993361 -0.267822 1.047786
11 H 1.248958 -1.502042 -0.215536
12 H 0.725136 0.317465 -1.957732
13 H 0.567510 1.486402 -0.638403
14 H 4.770365 0.798255 -1.385409
15 O -2.540719 1.249483 0.175374
16 H -1.960290 0.817225 -0.461349
17 H -3.205754 1.174020 1.164087

Cartesian forces (eV/Å) of the 2 atoms listed first:
O -0.87 -0.05 -0.61
C 1.10 0.84 1.08

energy relative to the best compared isomer or geometry (same formula, charge and spin)	5.756	eV
Kohn-Sham gap	9.937	eV
F_max	0.123	Eh/bohr
HOMO energy	-0.3762	Ha
charge	0
energy	-513.10158	Ha

***

[4]
A single C5H8O2 molecule. Source: OMol25; level of theory: the ωB97M-V functional and the def2-TZVPD basis.

Positions of all 15 atoms, in Å:
1 O -2.245569 0.764607 0.733640
2 C -1.218545 -0.183081 0.628240
3 C -0.760503 -0.598474 -0.791121
4 C 0.691559 -0.345122 -0.375354
5 C 2.408299 -0.091416 -1.876828
6 O 1.385886 0.495586 -1.317827
7 C 0.227370 0.284679 0.945484
8 H -1.967248 1.551908 0.246832
9 H -1.536675 -1.034899 1.233952
10 H -1.093292 0.116493 -1.552248
11 H -0.991516 -1.611067 -1.131166
12 H 1.317929 -1.229004 -0.261741
13 H 2.695011 0.634505 -2.671901
14 H 0.323261 1.374192 0.993375
15 H 0.693075 -0.148835 1.834689

Cartesian forces (eV/Å) of the 2 atoms listed first:
O 0.02 0.25 -0.11
C 0.11 -0.29 0.11

energy relative to the best compared isomer or geometry (same formula, charge and spin)	4.138	eV
Kohn-Sham gap	9.557	eV
F_max	0.011	Eh/bohr
HOMO energy	-0.3221	Ha
charge	0
energy	-345.65288	Ha

***

[5]
A molecular structure, C5H18NO6 at a distorted geometry. Source: OMol25; level of theory: the ωB97M-V functional and the def2-TZVPD basis.

Positions of all 30 atoms, in Å:
1 C -1.567124 2.077599 -0.252162
2 C -0.965621 2.036252 1.078438
3 N 0.088465 1.207139 1.458974
4 C 0.355374 1.053280 2.864548
5 C 0.430980 0.121323 0.556382
6 C 1.830203 0.182174 -0.127365
7 O 1.957201 -1.027959 -0.882561
8 O -1.367292 2.824040 1.944759
9 H -0.941405 1.778593 -1.131807
10 H -2.423828 1.387054 -0.146508
11 H -1.907163 3.086661 -0.519210
12 H -0.496904 1.401597 3.411979
13 H 1.265614 1.564636 3.177686
14 H 0.443963 0.000812 3.216208
15 H 0.602536 -0.762858 1.184540
16 H -0.267374 -0.005329 -0.298571
17 H 2.553878 -0.010472 0.708573
18 H 2.215348 1.105577 -0.569268
19 H 0.531035 -0.558021 -3.476423
20 H 1.131246 -0.764408 -1.638480
21 O 0.283066 -0.435594 -2.546134
22 H -2.678302 -1.098904 -2.146360
23 H -1.312075 -0.575031 -2.630631
24 O -2.306028 -0.508626 -2.805560
25 H 2.387018 -2.337770 0.166507
26 H 2.216333 -2.453772 1.711053
27 O 2.292883 -2.997059 0.905924
28 H -0.468661 -2.396870 -1.449778
29 H -0.858928 -3.275972 -0.351156
30 O -1.228353 -2.532767 -0.844866

Cartesian forces (eV/Å) of the 2 atoms listed first:
C -0.02 -0.64 -2.16
C 1.70 1.49 3.17

energy relative to the best compared isomer or geometry (same formula, charge and spin)	2.382	eV
Kohn-Sham gap	8.816	eV
F_max	0.076	Eh/bohr
HOMO energy	-0.2036	Ha
charge	-1
energy	-707.54923	Ha

***

[6]
5 unconnected molecules or ions with the total composition C5H15N5O10 at a distorted geometry. Source: OMol25; level of theory: the ωB97M-V functional and the def2-TZVPD basis.

Positions of all 35 atoms, in Å:
1 C -1.600353 -4.359938 -1.272017
2 N -1.757439 -3.465699 -0.103492
3 O -2.781394 -3.549595 0.527686
4 O -0.830765 -2.713595 0.148433
5 H -1.024582 -5.221452 -0.945624
6 H -1.070078 -3.821540 -2.049548
7 H -2.583114 -4.661401 -1.613577
8 C 2.268604 3.392013 2.406851
9 N 1.191390 2.489205 2.877525
10 O 1.151128 2.210142 4.058442
11 O 0.348822 2.158127 2.070905
12 H 2.495404 3.116236 1.379960
13 H 3.129609 3.348711 3.058038
14 H 1.831514 4.388872 2.391050
15 C -2.075325 2.263511 -4.194589
16 N -1.720907 3.531436 -3.518974
17 O -2.070376 3.677020 -2.368058
18 O -1.084802 4.335149 -4.172208
19 H -2.552755 2.446779 -5.150258
20 H -2.755299 1.703303 -3.558670
21 H -1.153492 1.703257 -4.323758
22 C 1.051380 -0.581564 -1.193851
23 N 1.323154 0.827892 -1.603560
24 O 0.843495 1.209847 -2.655748
25 O 2.004931 1.501141 -0.869683
26 H 0.462254 -1.016459 -1.990734
27 H 0.470832 -0.597684 -0.278734
28 H 2.025063 -1.039733 -1.058499
29 C 0.450687 -1.315186 3.354544
30 N 0.925961 -2.699861 3.502067
31 O 0.248829 -3.473058 4.145836
32 O 1.959377 -2.992831 2.935396
33 H -0.586164 -1.212967 3.673177
34 H 0.429732 -0.883989 2.358339
35 H 1.034678 -0.696088 4.033330

Cartesian forces (eV/Å) of the 2 atoms listed first:
C -0.01 -0.15 -0.38
N 0.12 0.17 0.03

energy relative to the best compared isomer or geometry (same formula, charge and spin)	0.291	eV
Kohn-Sham gap	10.741	eV
F_max	0.037	Eh/bohr
HOMO energy	-0.4024	Ha
charge	0
energy	-1225.20382	Ha